Molecular formula: C5H10O
Method: DFT, ωB97M-V/def2-TZVPD

Output
E ... -7390.7698 eV
HOMO energy ... -0.3047 Ha

Geometry as ORCA input:
```
! RIJCOSX wB97M-V def2-TZVPD def2/J DEFGRID3
* xyz 0 1
C -1.619 0.915 -0.722
C -0.417 0.042 -0.771
C -0.692 -1.082 1.338
C 0.932 0.512 -0.811
O 1.131 1.345 -1.709
C 2.061 -0.102 0.000
H -1.578 1.474 -1.669
H -1.644 1.661 0.087
H -2.552 0.338 -0.726
H -0.563 -1.027 0.160
H -0.470 -0.144 1.849
H 0.001 -1.875 1.639
H -1.739 -1.372 1.475
H 2.073 0.308 1.019
H 1.958 -1.192 0.080
H 3.012 0.140 -0.484
*
```

Molecular formula: C5H10O
Method: DFT, ωB97M-V/def2-TZVPD

Output
E ... -7392.7495 eV
Structure (SMILES) ... OC1CCCC1
HOMO energy ... -0.3802 Ha

Geometry as ORCA input:
```
! RIJCOSX wB97M-V def2-TZVPD def2/J DEFGRID3
* xyz 0 1
O -1.415 -0.400 1.133
C -1.005 0.088 -0.400
C -0.152 -1.098 -0.685
C 0.913 -0.871 0.394
C 1.163 0.655 0.357
C -0.146 1.302 -0.143
H -2.186 -0.047 0.655
H -1.785 0.292 -1.194
H -0.746 -2.008 -0.544
H 0.256 -1.086 -1.699
H 1.809 -1.465 0.232
H 0.490 -1.145 1.365
H 1.459 1.048 1.331
H 1.963 0.872 -0.355
H -0.628 1.953 0.597
H 0.009 1.912 -1.044
*
```

Molecular formula: C5H10O
Method: DFT, ωB97M-V/def2-TZVPD

Output
E ... -7392.0740 eV
Structure (SMILES) ... C[C@H]1C[C@H]1C=O.[H][H]
HOMO energy ... -0.3591 Ha

Geometry as ORCA input:
```
! RIJCOSX wB97M-V def2-TZVPD def2/J DEFGRID3
* xyz 0 1
C 1.198 -1.247 -0.057
C -0.283 -1.102 0.222
C -0.780 -0.124 1.258
C -1.071 0.097 -0.211
C -0.611 1.221 -1.084
O 0.146 1.114 -2.020
H 1.371 -1.503 -1.106
H 1.750 -0.328 0.156
H 1.626 -2.040 0.568
H -0.838 -2.035 0.153
H -1.615 -0.413 1.894
H -0.043 0.498 1.761
H -2.109 -0.075 -0.492
H -1.093 2.195 -0.830
H 1.132 1.916 0.258
H 1.219 1.826 -0.470
*
```

Repeat the second record exactly.
Molecular formula: C5H10O
Method: DFT, ωB97M-V/def2-TZVPD

Output
E ... -7392.7495 eV
Structure (SMILES) ... OC1CCCC1
HOMO energy ... -0.3802 Ha

Geometry as ORCA input:
```
! RIJCOSX wB97M-V def2-TZVPD def2/J DEFGRID3
* xyz 0 1
O -1.415 -0.400 1.133
C -1.005 0.088 -0.400
C -0.152 -1.098 -0.685
C 0.913 -0.871 0.394
C 1.163 0.655 0.357
C -0.146 1.302 -0.143
H -2.186 -0.047 0.655
H -1.785 0.292 -1.194
H -0.746 -2.008 -0.544
H 0.256 -1.086 -1.699
H 1.809 -1.465 0.232
H 0.490 -1.145 1.365
H 1.459 1.048 1.331
H 1.963 0.872 -0.355
H -0.628 1.953 0.597
H 0.009 1.912 -1.044
*
```